# C8H12ClFNO2

A 2-piece molecular cluster, C8H12ClFNO2 overall at a distorted geometry (wB97M-V/def2-TZVPD, the Open Molecules 2025 dataset).

As for the frontier orbital gap: 9.280 eV. The calculation puts the energy relative to the best compared isomer or geometry (same formula, charge and spin) at 0.8 kcal per mole. The calculation puts the LUMO energy at -3.49 eV. The total charge is +1.

Each line ends with the Mulliken charge.
Geometry (Å):
C (0.88801, -1.39932, 0.92175)  -0.19
C (1.25997, -2.00311, -0.35370)  -0.29
C (0.06135, -0.35762, 0.79892)  -1.37
C (0.72173, -1.26029, -1.33963)  -0.25
C (-0.12392, -0.04507, -0.64962)  1.71
C (-1.64526, 0.32529, -0.95162)  0.30
C (1.78174, 1.40747, -0.70585)  -0.56
C (-2.71263, -1.78764, -0.55541)  -0.58
N (-1.86571, 1.58583, -1.34617)  -0.29
O (0.41335, 1.23741, -0.96313)  -0.63
O (-2.64533, -0.41187, -0.89104)  -0.41
F (0.75377, -1.04800, -2.62723)  -0.25
Cl (1.74283, 1.47702, 3.32998)  -0.25
H (1.38065, -1.67748, 1.85184)  0.44
H (2.01208, -2.87042, -0.36693)  0.43
H (-0.32135, 0.24528, 1.57327)  0.69
H (1.93057, 2.46848, -0.88860)  0.37
H (2.48182, 0.98023, -1.49266)  0.25
H (2.00260, 1.23470, 0.32212)  0.11
H (-1.77934, -2.13868, -0.91307)  0.32
H (-3.62199, -2.20833, -1.06321)  0.26
H (-2.74190, -1.80594, 0.51616)  0.31
H (-1.05477, 2.24204, -1.41778)  0.29
H (2.03908, 2.30841, 2.36246)  0.27
H (-2.90363, 1.89267, -1.55911)  0.31

***

# C8H12F12MgN2O10S4

C8H12F12MgN2O10S4 as an isolated structure at a distorted geometry (wB97M-V/def2-TZVPD, the Open Molecules 2025 dataset).

As for the frontier orbital gap: 10.795 eV. The calculation puts the energy relative to the best compared isomer or geometry (same formula, charge and spin) at 64.9 kcal per mole. The calculation puts the LUMO energy at -0.16 eV.

Each line ends with the Mulliken charge.
Geometry (Å):
Mg (-0.06787, -0.05645, 0.13818)  0.72
C (-0.96633, -2.22015, 3.47730)  0.70
F (-0.33855, -3.30279, 2.95723)  -0.21
F (-2.18799, -2.00323, 2.87619)  -0.20
F (-1.12744, -2.51112, 4.78276)  -0.22
S (0.25047, -0.71289, 3.12894)  0.81
O (0.61740, 0.03239, 4.30303)  -0.54
O (1.43455, -1.39806, 2.58703)  -0.67
N (-0.51437, 0.24306, 1.88287)  -0.21
S (-1.45384, 1.18694, 2.71936)  0.92
O (-2.54910, 1.61511, 1.83748)  -0.70
O (-1.95149, 0.72664, 4.00424)  -0.60
C (-0.41387, 2.83380, 3.01209)  0.71
F (-0.16515, 2.94930, 4.33411)  -0.22
F (0.69917, 2.58692, 2.31403)  -0.22
F (-1.04036, 3.85019, 2.57321)  -0.19
C (-3.69358, -0.49409, -1.53087)  0.67
F (-3.59751, -1.01041, -0.26303)  -0.19
F (-4.52284, -1.17117, -2.29516)  -0.19
F (-4.13500, 0.73931, -1.46480)  -0.19
S (-1.93975, -0.42467, -2.44797)  0.81
O (-1.46616, -1.81073, -2.47483)  -0.59
O (-2.15671, 0.01365, -3.79281)  -0.55
N (-0.84477, 0.57062, -1.40619)  -0.12
S (-1.06675, 2.03547, -1.89711)  0.97
O (-2.43382, 2.42993, -2.18623)  -0.62
O (-0.41784, 2.80777, -0.82948)  -0.69
C (-0.00277, 2.13586, -3.50023)  0.67
F (-0.86606, 2.22867, -4.59553)  -0.23
F (0.61934, 3.26044, -3.48686)  -0.18
F (0.76588, 1.00367, -3.61569)  -0.18
C (1.21059, -3.40815, -1.44180)  -1.34
C (1.15172, -2.78874, -0.13068)  -0.25
O (-0.07002, -2.01652, -0.01412)  0.56
H (0.23866, -3.89323, -1.53203)  0.31
H (1.99145, -4.16475, -1.36486)  0.50
H (1.38747, -2.69779, -2.24939)  0.25
H (2.14387, -2.34224, -0.06444)  0.31
H (1.01722, -3.64517, 0.53002)  0.31
H (-0.75500, -2.67195, 0.13695)  0.06
C (3.22930, 2.17657, -0.84687)  -1.02
C (2.97181, 0.64937, -0.71957)  -0.53
O (1.94475, 0.34425, 0.26703)  -0.27
H (2.42905, 2.65914, -1.40798)  0.16
H (4.15611, 2.38311, -1.38210)  0.42
H (3.33792, 2.65491, 0.12652)  0.28
H (3.95173, 0.23942, -0.47503)  0.47
H (2.72400, 0.11811, -1.63851)  0.31
H (2.47255, 0.26972, 1.06545)  0.18

***

# C8H12F3O3P

A 3-piece molecular cluster, C8H12F3O3P overall at a distorted geometry (wB97M-V/def2-TZVPD, the Open Molecules 2025 dataset).

As for the frontier orbital gap: 6.638 eV. The calculation puts the energy relative to the best compared isomer or geometry (same formula, charge and spin) at 41.2 kcal per mole. The calculation puts the LUMO energy at 5.49 eV. The total charge is -2.

Each line ends with the Mulliken charge.
Geometry (Å):
C (0.23871, -1.47839, 2.53908)  -1.11
C (-0.02009, -0.71167, 1.47806)  -0.26
C (2.54784, 1.83993, -0.87318)  -1.60
C (1.85859, 0.93982, 0.14481)  0.08
C (0.63917, 0.40173, -0.51093)  -1.34
C (-2.33595, -0.27785, -0.24440)  -0.82
C (0.21852, -0.89400, 0.08994)  1.41
C (-2.55517, 0.98906, -0.50886)  0.72
O (1.31655, -1.98925, -0.16383)  -0.64
O (-0.61879, -3.68475, -0.38980)  -0.83
O (-0.04278, -2.19471, -2.36302)  -0.78
F (-2.60059, 1.45135, -1.75124)  -0.25
F (-2.04403, 1.95466, 0.30627)  -0.26
F (-4.67038, 1.46387, -0.38470)  -0.89
P (-0.06267, -2.36005, -0.88150)  0.68
H (0.02448, -1.07765, 3.47420)  0.31
H (0.61846, -2.48926, 2.45747)  0.29
H (-0.41536, 0.32232, 1.63328)  0.28
H (1.78457, 2.48578, -1.10206)  0.41
H (3.00360, 1.32632, -1.69527)  0.39
H (3.29149, 2.43355, -0.35644)  0.41
H (2.50879, 0.04717, 0.22865)  0.27
H (1.68038, 1.59058, 1.03914)  0.26
H (0.99228, 0.21894, -1.50439)  0.57
H (-0.09988, 1.21999, -0.55282)  0.19
H (-2.87862, -0.94065, -0.93183)  0.26
H (-2.37912, -0.58683, 0.82341)  0.25

***

# C8H12N2

One molecule with the formula C8H12N2 at a distorted geometry (wB97M-V/def2-TZVPD, the Open Molecules 2025 dataset).

Its structure (SMILES) is [H]/N=C(/C)[C@H](C#C)/C(C)=N\C. As for the frontier orbital gap: 9.709 eV. The calculation puts the energy relative to the best compared isomer or geometry (same formula, charge and spin) at 107.8 kcal per mole. The calculation puts the LUMO energy at 0.84 eV.

Each line ends with the Mulliken charge.
Geometry (Å):
C (-2.44073, -1.51166, 0.35753)  0.03
C (-1.35949, -1.00308, 0.37176)  -1.00
C (1.17064, -1.29674, 0.28696)  0.30
C (-0.23761, 0.95438, -0.69993)  0.82
C (2.43834, -0.58420, 0.74473)  -1.22
C (0.35173, 0.56793, -2.03751)  -1.16
C (-1.71385, 2.08565, 0.78433)  -0.79
C (-0.02694, -0.44702, 0.43021)  0.46
N (1.28148, -2.54314, -0.04992)  -0.80
N (-1.03060, 1.89859, -0.47256)  -0.56
H (-3.30120, -2.03862, 0.22059)  0.58
H (2.29437, -0.21621, 1.72318)  0.36
H (2.78799, 0.30550, 0.17491)  0.25
H (3.23763, -1.45505, 0.80572)  0.36
H (1.35639, 0.96932, -1.86914)  0.27
H (-0.26305, 1.17282, -2.79473)  0.35
H (0.55246, -0.48009, -2.26282)  0.32
H (-2.68169, 2.63554, 0.56533)  0.26
H (-1.09268, 2.80514, 1.31607)  0.30
H (-1.93107, 1.17890, 1.32807)  0.31
H (0.14294, 0.03055, 1.36623)  0.36
H (0.46492, -3.02849, -0.28901)  0.21

***

# C8H12N2

One molecule with the formula C8H12N2 at a distorted geometry (wB97M-V/def2-TZVPD, the Open Molecules 2025 dataset).

Its structure (SMILES) is CC1(C)CC=C[C@]1(N)C#N. As for the frontier orbital gap: 10.270 eV. The calculation puts the energy relative to the best compared isomer or geometry (same formula, charge and spin) at 62.3 kcal per mole. The calculation puts the LUMO energy at 0.73 eV.

Each line ends with the Mulliken charge.
Geometry (Å):
C (2.02527, 0.30256, 0.28895)  0.00
C (0.28953, -2.01492, 0.42952)  -0.46
C (0.87693, -1.54077, -0.60155)  -0.73
C (-0.44703, -0.98658, 1.21518)  -0.93
C (0.87131, 0.01056, -0.52416)  1.32
C (-0.39291, 0.21574, 0.37192)  0.61
C (-1.60977, 0.26642, -0.58650)  -1.56
C (-0.33190, 1.71099, 0.95512)  -1.52
N (2.92449, 0.47445, 0.99807)  -0.58
N (0.92863, 0.61700, -1.79571)  -0.52
H (0.16434, -3.08662, 0.54003)  0.41
H (1.69777, -1.96743, -1.18005)  0.43
H (-1.54518, -1.26574, 1.17889)  0.40
H (-0.02561, -0.85196, 2.28694)  0.33
H (-1.49340, 0.96308, -1.38391)  0.36
H (-2.61567, 0.52813, -0.18247)  0.34
H (-1.76718, -0.82943, -0.74186)  0.46
H (-0.41395, 2.43267, 0.14582)  0.34
H (0.63961, 1.76167, 1.42957)  0.47
H (-1.19997, 1.71474, 1.68787)  0.41
H (0.89122, -0.00311, -2.63881)  0.23
H (0.53347, 1.54855, -1.89287)  0.23

***

# C8H12N2O

One molecule with the formula C8H12N2O at a distorted geometry (wB97M-V/def2-TZVPD, the Open Molecules 2025 dataset).

Its structure (SMILES) is CCCN(O)c1ccccn1. As for the frontier orbital gap: 9.262 eV. The calculation puts the energy relative to the best compared isomer or geometry (same formula, charge and spin) at 136.9 kcal per mole. The calculation puts the LUMO energy at 0.85 eV.

Each line ends with the Mulliken charge.
Geometry (Å):
C (-3.30643, -0.98690, 0.27440)  -2.18
C (-2.16160, -0.35368, -0.44325)  -0.26
C (-1.30780, 0.60031, 0.40451)  -0.47
C (0.93736, 0.44810, -0.13220)  0.26
C (2.14977, 1.13059, 0.10289)  -0.42
C (3.29696, 0.46358, 0.26298)  -0.33
C (3.37488, -0.91916, 0.04671)  -0.50
C (2.12942, -1.53483, -0.31623)  -0.24
H (-3.03111, -1.72935, 1.03627)  0.36
H (-3.91713, -0.50008, 0.59839)  0.89
H (-3.96353, -1.54290, -0.22887)  0.62
H (-1.31482, -1.27972, -0.82051)  0.18
H (-2.51953, 0.07681, -1.30692)  0.33
H (-2.05836, 1.50271, 0.57383)  0.36
H (-0.98148, -0.13047, 1.33306)  0.21
H (-0.24927, 2.84588, -1.08059)  0.37
H (2.04770, 2.27257, 0.14575)  0.27
H (4.17896, 0.92348, 0.58804)  0.45
H (4.37117, -1.52534, 0.19097)  0.26
H (1.80458, -2.60970, -0.35297)  0.34
N (-0.26476, 1.14631, -0.29629)  0.28
N (0.94316, -0.84756, -0.40359)  -0.29
O (-0.15814, 2.54937, -0.17639)  -0.47

***

> Which value of energy relative to the best compared isomer or geometry (same formula, charge and spin) does entry 4 give?

107.8 kcal per mole

***

> The lowest frontier orbital gap belongs to which entry?

C8H12F3O3P

***

> The lowest energy relative to the best compared isomer or geometry (same formula, charge and spin) belongs to which entry?

C8H12ClFNO2